Below is 3 unconnected molecules or ions with the total composition C7H9ClO2S, with properties calculated with ωB97M-V/def2-TZVPD.

Results
Net charge ... 0
Spin multiplicity ... 1
Highest occupied orbital energy ... -9.2171 eV
Kohn-Sham gap ... 7.779 eV
ΔE to the lowest compared entry with this formula, charge and spin ... 3.65 kcal/mol
Molecular weight ... 192.67 g mol⁻¹

Each line ends with the Löwdin charge.
Geometry (Å):
Cl -1.97908 2.60165 -0.05915  0.18
S -3.57024 -1.19861 0.36605  0.94
O -3.17390 0.13940 0.76641  -0.48
O -4.23815 -1.34674 -0.88489  -0.38
C -0.04534 0.08348 -1.11528  -0.06
C -0.40326 -1.64354 0.93740  -0.07
C 0.43154 -0.54956 1.14538  -0.03
C -1.06489 -1.88840 -0.32832  -0.21
C 1.73067 1.28785 0.13517  -0.04
C 0.66706 0.27457 0.04884  -0.28
C -0.97170 -0.95646 -1.31362  -0.11
H 2.30275 1.52771 -0.70575  0.07
H 0.99452 -0.18830 1.96814  0.11
H -0.38982 -2.38366 1.80938  0.13
H 2.56056 1.05084 0.79416  0.09
H -1.63941 -1.19191 -2.09180  0.10
H 1.40852 2.17679 0.42308  0.03
H -0.01530 0.62008 -2.01254  0.10
H -2.69689 1.50340 0.53279  -0.18
H -1.65539 -2.74718 -0.58892  0.09

Forces on atoms 1 to 3 (eV/Å):
Cl -1.03 -1.12 0.93
S 0.06 0.73 0.42
O -0.76 -1.16 0.32



Below is a single C7H9ClO4 molecule, with properties calculated with ωB97M-V/def2-TZVPD.

Results
Net charge ... 0
Spin multiplicity ... 1
Highest occupied orbital energy ... -9.6703 eV
Kohn-Sham gap ... 10.231 eV
Molecular weight ... 192.60 g mol⁻¹

Each line ends with the Löwdin charge.
Geometry (Å):
Cl 3.48949 2.29931 1.41261  0.67
O 0.47705 0.47859 3.16248  0.07
O 0.88334 1.20281 -0.86778  0.08
O 0.72278 -0.32160 0.97611  0.04
O -1.27830 1.55200 0.01844  0.06
C 3.48931 -0.25513 0.70863  0.03
C 1.22147 1.00422 0.55592  -0.29
C -0.45477 1.56416 -0.94942  -0.41
C 2.67966 0.87212 0.79158  -0.63
C -0.89423 -1.32351 2.56830  0.02
C 0.17742 -0.27513 2.21258  -0.47
C -1.01438 2.02854 -2.25090  0.02
H -0.44669 -2.13712 3.28949  0.13
H -1.33498 1.18291 -2.79825  0.08
H -0.35801 2.64422 -2.85252  0.09
H -1.92759 2.58686 -2.13787  0.09
H 4.55420 -0.20145 1.07846  0.08
H 0.98076 1.83846 1.18383  0.13
H -1.67024 -0.79488 3.15501  0.09
H 3.13594 -1.16316 0.16497  0.08
H -1.31951 -1.66951 1.69104  0.04

Forces on atoms 1 to 3 (eV/Å):
Cl -0.50 0.04 -0.10
O 0.15 -0.99 -3.56
O -1.64 0.30 2.11



Below is a single C7H9F molecule, with properties calculated with ωB97M-V/def2-TZVPD.

Results
Net charge ... 0
Spin multiplicity ... 1
Highest occupied orbital energy (alpha / beta) ... -8.0296 / -7.5679 eV
Kohn-Sham gap (alpha / beta) ... 7.448 / 7.258 eV
ΔE to the lowest compared entry with this formula, charge and spin ... 109.51 kcal/mol
Molecular weight ... 112.15 g mol⁻¹

Each line ends with the Löwdin charge.
Geometry (Å):
F 2.23405 -1.72582 -0.06303  0.06
C 1.24280 0.42668 0.15352  -0.25
C 2.63353 1.09642 0.18865  -0.01
C -1.66313 -0.47726 0.61474  0.02
C -1.22193 0.69085 -0.02960  -0.19
C 1.18630 -0.90936 -0.02747  -0.08
C 0.04400 1.15675 -0.00415  -0.10
C -2.65454 -1.39945 -0.12704  -0.10
H 2.87303 1.55141 -0.75035  0.08
H -3.50815 -1.21622 0.36462  0.03
H -1.98323 1.29108 -0.49485  0.11
H 2.57267 1.81851 0.94883  0.07
H -2.48869 -2.38597 0.04819  0.04
H 3.24354 0.24263 0.30099  0.06
H 0.17685 -1.26153 0.13933  0.08
H -2.75963 -1.17454 -1.15150  0.06
H 0.07252 2.27581 -0.11091  0.13

Forces on atoms 1 to 3 (eV/Å):
F -0.13 -0.06 0.20
C 2.01 -0.18 -1.11
C -2.56 -1.13 -0.90



Below is a single C7H9FO2 molecule, with properties calculated with ωB97M-V/def2-TZVPD.

Results
Net charge ... 0
Spin multiplicity ... 1
Highest occupied orbital energy (alpha / beta) ... -7.6888 / -7.6869 eV
Kohn-Sham gap (alpha / beta) ... 7.126 / 7.124 eV
ΔE to the lowest compared entry with this formula, charge and spin ... 120.32 kcal/mol
Molecular weight ... 144.15 g mol⁻¹

Each line ends with the Löwdin charge.
Geometry (Å):
F 3.70548 0.86250 0.58570  0.09
O 0.92101 1.67815 0.47887  0.04
O 0.77470 -0.41177 -0.68612  -0.07
C -1.10406 -1.17624 0.62092  -0.06
C -0.33933 2.41506 0.58298  -0.15
C 2.82653 -0.03992 0.17928  -0.24
C -0.71111 -0.42476 -0.65954  -0.19
C 3.15025 -1.34358 0.01789  0.14
C -0.83129 2.97768 -0.46761  -0.10
C 1.40046 0.59061 0.05150  -0.20
H -2.23411 -1.07408 0.74407  0.10
H -1.08540 -0.90978 -1.57552  0.12
H -1.74484 3.43562 -0.27785  0.02
H -1.13660 0.63933 -0.66965  0.10
H -1.07012 -2.25712 0.59213  0.06
H -0.29667 3.00423 -1.42624  0.07
H -0.39925 -0.68373 1.37780  0.11
H 4.16550 -1.41782 0.30817  0.07
H 2.44425 -1.98413 -0.49299  0.08

Forces on atoms 1 to 3 (eV/Å):
F 0.57 0.18 0.39
O 2.62 -1.67 -1.46
O -1.26 2.53 0.90



Below is a molecular structure, C7H9FeN10S4, with properties calculated with ωB97M-V/def2-TZVPD.

Results
Net charge ... 0
Spin multiplicity ... 6
Highest occupied orbital energy (alpha / beta) ... -7.5782 / -8.0699 eV
Kohn-Sham gap (alpha / beta) ... 7.842 / 6.329 eV
ΔE to the lowest compared entry with this formula, charge and spin ... 4.43 kcal/mol
Molecular weight ... 417.33 g mol⁻¹

Each line ends with the Löwdin spin population.
Geometry (Å):
Fe -0.02334 -0.07946 -0.32752  3.70
S 0.02665 -2.15204 1.12677  0.21
S 0.04031 -1.57621 -2.25744  0.28
S -0.25326 -3.83643 0.13137  0.28
S -0.47491 -3.43464 -1.87032  0.32
N -4.22891 0.30551 0.34882  0.00
N 0.43794 6.01216 0.10344  0.01
N 0.15423 0.76996 1.79070  0.03
N -0.96514 3.35001 3.71068  0.00
N -0.32789 2.25094 3.15654  0.00
N 0.58687 1.64415 -1.03169  0.04
N 0.53513 1.52525 3.82789  0.00
N -0.59958 1.84742 1.95921  0.00
N 0.63332 4.04063 -1.37478  0.02
N -2.15448 0.14123 -0.33509  0.04
C 0.82109 0.58430 2.93354  0.00
C -4.22401 0.63874 -0.98970  0.00
C 0.53020 5.07376 -0.57009  0.00
C -2.96032 0.01918 0.69539  0.01
C -2.93344 0.53068 -1.39972  0.01
C -5.38402 0.29365 1.23850  0.00
C 0.60679 2.80914 -1.18020  0.03
H 1.51907 -0.21899 3.10613  0.00
H -2.66839 -0.29310 1.68699  0.00
H -6.27969 0.46754 0.65005  0.00
H -5.12351 0.90945 -1.51645  0.00
H -0.41228 3.64465 4.50479  0.00
H -2.51197 0.69413 -2.37830  0.00
H -5.30003 1.07569 1.98933  0.00
H -5.47114 -0.67134 1.73143  0.00
H -1.02337 4.06917 2.99814  0.00

Forces on atoms 1 to 3 (eV/Å):
Fe -0.33 -0.60 0.33
S 0.06 0.35 0.08
S 0.15 0.18 -0.28



Below is a single C7H9I molecule, with properties calculated with ωB97M-V/def2-TZVPD.

Results
Net charge ... 0
Spin multiplicity ... 1
Highest occupied orbital energy (alpha / beta) ... -9.0291 / -9.0285 eV
Kohn-Sham gap (alpha / beta) ... 7.814 / 7.814 eV
ΔE to the lowest compared entry with this formula, charge and spin ... 154.20 kcal/mol
Molecular weight ... 220.05 g mol⁻¹

Each line ends with the Löwdin charge.
Geometry (Å):
I -3.40805 0.13845 0.08096  0.90
C -1.00560 -2.24194 0.00893  -0.29
C -1.38294 -0.23014 -0.33645  -0.73
C -0.90374 0.16284 -1.72749  -0.10
C 0.21828 -1.52515 0.58164  -0.20
C -1.47652 -3.49194 0.02274  0.12
C -0.43166 -0.17748 0.79085  -0.49
C 0.50059 1.07196 0.99394  -0.04
H -1.06430 1.21017 -1.91064  0.09
H -1.47586 -0.37433 -2.37289  0.05
H 0.15604 0.05181 -1.54000  0.08
H 0.93084 1.43227 0.02343  0.08
H 0.84462 -1.67011 -0.30389  0.12
H 0.61506 -2.04149 1.46390  0.12
H 1.27732 0.65144 1.72269  0.10
H -0.93606 -0.28949 1.77248  0.13
H -0.06598 1.91316 1.45114  0.08

Forces on atoms 1 to 3 (eV/Å):
I 0.04 0.21 -0.07
C -1.62 -0.83 -0.08
C -1.41 -2.21 -0.52



Below is 2 unconnected molecules or ions with the total composition C7H9IN3, with properties calculated with ωB97M-V/def2-TZVPD.

Results
Net charge ... +1
Spin multiplicity ... 1
Highest occupied orbital energy ... -12.7657 eV
Kohn-Sham gap ... 8.868 eV
ΔE to the lowest compared entry with this formula, charge and spin ... 60.76 kcal/mol
Molecular weight ... 262.07 g mol⁻¹

Each line ends with the Löwdin charge.
Geometry (Å):
I -0.63335 -3.24700 2.48828  0.61
N 0.38169 -0.13316 0.16523  0.15
N -0.71584 0.90707 -1.37947  -0.03
N 1.31407 -2.37551 1.90571  -0.43
C -1.48149 2.03437 -1.96773  0.04
C -0.47921 2.11713 0.74471  0.00
C -1.02280 2.74301 1.63081  0.22
C 2.34593 -3.07484 2.06847  -0.17
C 0.42161 -0.86852 -0.95343  -0.06
C -0.22454 -0.20738 -1.93130  -0.01
C -0.36339 0.95575 -0.05133  -0.22
H -1.09246 2.97819 -2.00148  0.06
H 0.83589 -0.54983 1.02411  0.14
H -1.94387 1.74995 -2.98024  0.14
H 1.03196 -1.80580 -1.04047  0.16
H -0.62169 -0.50902 -2.82964  0.12
H -2.26675 2.27108 -1.21861  0.11
H -1.08347 3.56469 2.23665  0.04
H 2.37633 -3.98525 2.50658  0.03
H 3.22138 -2.56494 1.58317  0.11

Forces on atoms 1 to 3 (eV/Å):
I 1.58 0.58 -0.28
N 0.46 -0.59 1.47
N -0.23 2.80 1.98



Below is a single C7H9N molecule, with properties calculated with ωB97M-V/def2-TZVPD.

Results
Net charge ... 0
Spin multiplicity ... 1
Highest occupied orbital energy ... -6.4881 eV
Kohn-Sham gap ... 5.394 eV
ΔE to the lowest compared entry with this formula, charge and spin ... 208.85 kcal/mol
Molecular weight ... 107.16 g mol⁻¹

Each line ends with the Löwdin charge.
Geometry (Å):
N -1.58135 0.76438 1.15297  -0.03
C -0.84971 0.80858 -1.29696  -0.02
C 0.53505 -0.44081 0.37283  -0.14
C -0.77451 -1.15877 0.49113  -0.10
C -1.88880 -0.70859 1.35674  -0.03
C 3.13251 -0.51581 0.15310  0.03
C 1.79620 -0.00075 0.31774  -0.18
C -0.57541 0.54098 0.18931  -0.31
H -1.78080 0.28415 -1.59463  0.10
H -0.86686 -1.85845 -0.38171  0.14
H -1.00097 1.85632 -1.50577  0.06
H 3.91063 0.22166 0.10080  0.02
H -2.92616 -0.88774 1.03422  0.09
H -2.47706 1.16165 0.80346  0.12
H 3.35980 -1.59611 0.20992  0.04
H 1.94590 1.06132 0.52435  0.10
H 0.04156 0.46800 -1.92750  0.12

Forces on atoms 1 to 3 (eV/Å):
N -1.18 0.97 1.91
C 0.96 0.43 -0.23
C -7.66 1.55 2.75



Below is a single C7H9N molecule, with properties calculated with ωB97M-V/def2-TZVPD.

Results
Net charge ... 0
Spin multiplicity ... 1
Highest occupied orbital energy (alpha / beta) ... -7.4782 / -7.6539 eV
Kohn-Sham gap (alpha / beta) ... 7.801 / 8.065 eV
ΔE to the lowest compared entry with this formula, charge and spin ... 128.36 kcal/mol
Molecular weight ... 107.16 g mol⁻¹

Each line ends with the Löwdin charge.
Geometry (Å):
N -0.30269 1.36061 0.84236  0.09
C -1.24242 1.16986 1.57811  -0.04
C -0.21950 -1.01943 0.62918  -0.08
C 0.69013 0.55099 -1.25660  -0.28
C 1.50909 -0.53850 -1.96307  -0.10
C 0.46295 0.33113 0.18213  -0.38
C -1.25996 -0.97185 1.44738  -0.01
C -2.04081 0.11666 2.17701  -0.18
H 0.88975 -1.48322 -1.93455  0.08
H -3.02260 0.24601 1.78957  0.10
H 1.19749 1.56982 -1.43499  0.14
H 1.60932 -0.24789 -3.04661  0.09
H -1.99264 0.09630 3.25748  0.11
H 1.39398 0.34829 0.84444  0.17
H 0.21512 -1.87063 0.00723  0.11
H 2.39156 -0.32446 -1.36261  0.08
H -0.27875 0.66631 -1.75645  0.11

Forces on atoms 1 to 3 (eV/Å):
N -0.96 0.90 -0.10
C 1.83 0.69 -0.64
C -0.93 0.35 -0.84



Below is a single C7H9N molecule, with properties calculated with ωB97M-V/def2-TZVPD.

Results
Net charge ... 0
Spin multiplicity ... 1
Highest occupied orbital energy ... -7.5781 eV
Kohn-Sham gap ... 8.387 eV
ΔE to the lowest compared entry with this formula, charge and spin ... 97.35 kcal/mol
Molecular weight ... 107.16 g mol⁻¹

Each line ends with the Löwdin charge.
Geometry (Å):
N 2.71286 -1.07194 -0.29047  0.19
C 2.02908 2.08232 0.17923  0.00
C -0.91410 -1.86486 0.01443  -0.07
C -1.40398 0.81091 -0.10676  -0.05
C 0.03955 0.45228 0.00654  -0.29
C 1.56856 -1.13633 0.00514  -0.18
C 0.27682 -0.99955 -0.08246  -0.23
C 1.00052 1.33464 -0.02128  -0.08
H 3.37639 -1.30648 0.44169  0.09
H -1.49866 -1.92855 -0.91980  0.08
H -0.76849 -2.96852 0.17844  0.10
H -1.87055 0.18232 -0.93042  0.11
H -1.79273 0.58386 0.90966  0.10
H -1.46112 1.85541 -0.33695  0.07
H 2.70129 2.43732 -0.56375  0.04
H 2.49952 2.09819 1.17051  0.07
H -1.61615 -1.45850 0.69222  0.05

Forces on atoms 1 to 3 (eV/Å):
N 3.50 -0.77 -0.35
C 1.24 -0.26 1.11
C -0.17 -2.69 -1.56



Below is 2 unconnected molecules or ions with the total composition C7H9N, with properties calculated with ωB97M-V/def2-TZVPD.

Results
Net charge ... 0
Spin multiplicity ... 1
Highest occupied orbital energy ... -9.1167 eV
Kohn-Sham gap ... 9.784 eV
ΔE to the lowest compared entry with this formula, charge and spin ... 104.50 kcal/mol
Molecular weight ... 107.16 g mol⁻¹

Each line ends with the Löwdin charge.
Geometry (Å):
N 0.47733 -1.65762 0.98976  0.06
C 1.45098 -0.64787 1.29281  -0.14
C -1.10956 0.20915 0.96678  -0.12
C -0.83561 -0.36616 -2.05626  -0.14
C -0.74218 -1.22258 0.97255  -0.24
C 1.23624 0.69252 1.49593  -0.12
C 0.42854 0.14432 -1.96946  -0.10
C -0.08382 1.17665 1.21942  -0.12
H 1.93514 1.53153 1.78207  0.12
H 2.49120 -0.99683 1.11675  0.11
H -1.84918 -1.67454 1.00114  0.14
H -1.11850 -1.40803 -2.08320  0.04
H 1.35760 -0.44863 -1.88633  0.04
H 0.34293 1.46187 -1.96948  0.14
H -0.32612 2.33665 1.32541  0.14
H -2.10956 0.53660 0.32648  0.15
H -1.54541 0.33297 -2.52435  0.05

Forces on atoms 1 to 3 (eV/Å):
N 1.42 1.67 1.47
C 0.35 -1.83 -1.70
C 0.80 1.42 -1.87



Below is a single C7H9N molecule, with properties calculated with ωB97M-V/def2-TZVPD.

Results
Net charge ... 0
Spin multiplicity ... 3
Highest occupied orbital energy (alpha / beta) ... -5.0386 / -9.2394 eV
Kohn-Sham gap (alpha / beta) ... 6.010 / 7.275 eV
ΔE to the lowest compared entry with this formula, charge and spin ... 31.40 kcal/mol
Molecular weight ... 107.16 g mol⁻¹

Each line ends with the Löwdin spin population.
Geometry (Å):
N -2.01746 -1.23594 -3.05769  0.29
C 1.02803 1.56567 -1.19518  0.02
C 0.96889 0.01513 -1.05897  0.04
C 0.13659 -0.24516 1.35557  0.58
C -0.82197 -0.95299 2.40926  0.07
C -0.40999 -0.69613 -1.22559  0.23
C 0.14849 -0.43508 0.02185  0.30
C -1.17740 -1.12731 -2.15617  0.34
H -1.68164 -0.49789 2.70607  0.02
H -2.31650 -2.07349 -3.59985  0.04
H 1.47089 1.98034 -0.27620  0.00
H -0.07969 1.96756 -1.25013  0.00
H 1.97471 -0.46446 -1.37589  0.01
H 0.90368 0.41032 1.75368  0.03
H -1.03987 -1.81994 1.75920  0.01
H 1.55901 1.88855 -2.12766  0.00
H -0.28618 -1.13513 3.28894  0.01

Forces on atoms 1 to 3 (eV/Å):
N 0.97 0.29 0.19
C -1.77 0.10 -0.89
C 1.25 1.37 -1.11